(1)
C7H13N4O | ωB97M-V/def2-TZVPD

Summary:
Total charge: +1
Energy above the lowest of the compared OMol25 structures with the same formula, charge and spin, kcal per mole: 80.8
LUMO level, eV: -2.570
Kohn-Sham gap, eV: 10.574

Structure (XYZ):
```
25
Properties=species:S:1:pos:R:3:forces:R:3:lowdin_charge:R:1
O 0.355213 -1.377442 -0.542316 -2.18 1.14 -1.12 -0.0414
N -2.821533 -0.900703 0.153416 -0.76 -1.22 0.82 -0.0520
N -4.175640 -0.812175 0.365900 1.85 0.06 -0.67 0.0861
N -2.212845 0.270683 0.036051 -0.57 -1.07 -1.16 -0.0177
N 1.671563 0.343497 0.092300 1.16 0.95 -1.01 -0.2208
C 1.484514 0.626021 -1.360759 -0.31 0.13 -1.88 0.0632
C 1.616114 -1.947975 -0.437011 -0.02 1.06 3.36 -0.1174
C -3.179031 1.138609 -0.079543 -1.46 0.26 2.20 -0.1188
C -4.404363 0.484297 0.234533 0.82 -0.29 -0.15 -0.1164
C 0.395320 0.029204 -0.548079 0.07 -1.44 -2.04 -0.1863
C 2.377370 -0.863697 0.390562 -0.45 -1.67 -0.96 -0.0491
C 1.842889 1.402078 1.017047 1.15 1.65 3.16 0.0082
H 2.149269 -2.285987 -1.293912 -0.02 0.01 -0.99 0.1302
H 1.453597 -2.705786 0.287399 0.18 -1.55 0.01 0.1302
H 1.326143 2.231762 0.573806 0.06 0.81 0.27 0.0986
H 3.320728 -0.925184 -0.040208 2.14 0.86 -0.21 0.1262
H 1.984003 -0.015513 -2.121091 -0.01 0.36 1.12 0.1562
H -0.632938 0.486012 -0.484370 1.28 -0.39 1.00 0.1244
H 1.345272 1.140077 2.000531 0.37 0.18 -1.19 0.1371
H -2.292320 -1.814486 0.167558 -1.06 1.67 0.07 0.1870
H 1.374737 1.670198 -1.754313 0.24 -0.90 1.11 0.1593
H -5.353098 0.913917 0.482895 -0.32 0.01 -0.32 0.1042
H -2.993091 2.174468 0.068996 0.18 0.69 -0.62 0.1001
H 2.955303 1.668760 1.331898 -2.21 -0.69 -1.32 0.1663
H 2.412835 -0.930645 1.458709 -0.14 -0.64 0.51 0.1425
```
Positions in Å, forces in eV/Å.


(2)
C7H13N4O | ωB97M-V/def2-TZVPD

Summary:
Total charge: +1
Multiplicity: 3
<S²>: 2.012
Energy above the lowest of the compared OMol25 structures with the same formula, charge and spin, kcal per mole: 34.3
LUMO level (alpha / beta), eV: -2.516 / -8.424
Kohn-Sham gap (alpha / beta), eV: 7.153 / 3.499

Structure (XYZ):
```
25
Properties=species:S:1:pos:R:3:forces:R:3:lowdin_charge:R:1
O 0.610902 -2.990150 1.371278 -0.28 0.27 -0.12 0.1252
N -2.321469 1.309133 0.997746 -0.25 -0.07 0.55 0.0339
N 1.840497 1.167623 -0.805459 -0.09 -2.91 0.21 0.0753
N 0.739614 -1.036196 0.143409 1.65 -3.62 2.91 -0.0131
N -1.176350 -2.113461 0.206117 -3.51 1.06 -1.38 0.1643
C -3.209495 2.214059 1.049963 2.82 -0.45 0.21 -0.0223
C -1.395510 -0.867332 -0.557072 -0.29 -1.20 2.89 -0.0885
C 0.079567 -2.155453 0.663671 1.40 -1.46 1.19 -0.4803
C 0.544257 0.897936 -1.335983 -1.64 -1.36 2.70 -0.0864
C -0.047011 -0.303750 -0.573370 -1.94 4.31 -2.91 -0.2123
C 2.818364 0.079268 -0.507617 -1.61 -0.53 0.06 -0.0636
C 2.073288 -0.838843 0.554479 3.38 -1.93 -0.42 -0.0987
H 2.561478 -1.923278 0.761612 -0.96 2.36 -1.22 0.1861
H -2.992611 3.016021 1.665645 -0.18 1.73 1.76 0.0568
H -2.006248 -1.164992 -1.344317 -0.57 0.07 -2.55 0.1152
H -1.587063 1.445106 1.726785 -0.76 -0.13 -0.61 0.0958
H -2.092101 -2.641005 0.354907 2.66 0.29 0.41 0.2171
H 3.020665 -0.523622 -1.474781 -0.12 0.94 1.37 0.1679
H -3.952681 2.412989 0.362443 -1.82 -0.63 -1.53 0.0596
H 0.571586 0.456577 -2.317000 0.28 0.67 -1.45 0.1436
H -0.093604 1.802254 -1.186733 0.45 -0.60 -0.78 0.1496
H 2.217232 -0.458125 1.546636 -0.51 0.97 0.54 0.1193
H -2.158343 -0.281250 0.088148 0.75 0.22 -0.48 0.1147
H 2.249013 1.889563 -1.277310 1.45 2.77 -1.07 0.1052
H 3.706020 0.606928 -0.113197 -0.31 -0.76 -0.27 0.1354
```
Positions in Å, forces in eV/Å.